The following is a quantum chemistry calculation of C19H46Cl2P2Tb as an isolated structure at a distorted geometry, from OMol25.

The geometry in XYZ format:
```
70
Properties=species:S:1:pos:R:3
Tb 0.4851 -0.0736 0.3022
Cl 0.8936 0.2117 -2.2277
P -0.4986 -2.6608 -0.2112
C 0.7402 -3.4724 -1.3567
C -0.6896 -3.7189 1.3143
C -2.0943 -2.7305 -1.1497
C 2.1240 -2.8126 -1.2946
H 0.3109 -3.2706 -2.3522
C 0.8776 -4.9909 -1.2040
H 1.4145 -5.2628 -0.2857
H 1.4724 -5.3629 -2.0519
H -0.0861 -5.5167 -1.2248
H 2.1056 -1.8589 -1.8408
H 2.8605 -3.4679 -1.7798
H 2.4562 -2.6107 -0.2657
H -1.8047 -2.1954 -2.0674
C -3.2631 -1.9669 -0.5042
C -2.4799 -4.1469 -1.5485
H -1.7989 -4.5450 -2.3041
H -3.4818 -4.1207 -1.9905
H -2.5118 -4.8469 -0.7009
H -2.9213 -1.2107 0.2026
H -3.9738 -2.6352 -0.0049
H -3.8013 -1.4395 -1.2971
C 0.5247 -3.5160 2.2194
H -0.7456 -4.7744 0.9917
C -1.9462 -3.3377 2.1036
H 1.4818 -3.7634 1.7564
H 0.3871 -4.1515 3.1118
H 0.5786 -2.4796 2.5792
H -1.9622 -2.2451 2.2435
H -1.8924 -3.7734 3.1156
H -2.8853 -3.6628 1.6480
Cl -0.6595 0.0370 2.6347
H -1.3855 0.5067 -0.0953
P 0.2830 2.7887 -0.2273
C -0.6109 3.4663 -1.6760
C -0.1422 3.8075 1.2567
C 2.0800 2.9620 -0.6353
C -1.9358 2.7187 -1.8924
H 0.0547 3.2338 -2.5230
C -0.7836 4.9907 -1.6229
H -1.5666 5.3020 -0.9206
H -1.0720 5.3442 -2.6232
H 0.1480 5.5089 -1.3550
H -1.7463 1.7080 -2.2697
H -2.5285 3.2725 -2.6284
H -2.5083 2.6231 -0.9622
H 2.1334 2.3925 -1.5767
C 2.9974 2.2628 0.3765
C 2.5185 4.3969 -0.9392
H 2.0858 4.7846 -1.8686
H 3.6080 4.3968 -1.0689
H 2.2821 5.0971 -0.1254
H 2.5060 1.7717 1.2310
H 3.6959 3.0073 0.7774
H 3.5688 1.4791 -0.1399
C -1.6049 3.5112 1.6034
H -0.0002 4.8640 0.9704
C 0.7498 3.4494 2.4487
H -2.3108 4.0102 0.9277
H -1.8109 3.8391 2.6306
H -1.7731 2.4230 1.5712
H 0.6294 2.3839 2.7092
H 0.4248 4.0174 3.3324
H 1.8088 3.6658 2.2582
C 2.5008 -0.8942 1.4441
H 2.6842 -1.9105 1.8322
H 2.4014 -0.2338 2.3288
H 3.4028 -0.5747 0.8906
```

Properties
* DFT total energy: -3179.17819 hartree
* E_HOMO (spin up / spin down): -3.3 / -3.3 eV
* expectation value of S²: 12.6940
* Kohn-Sham gap (spin up / spin down): 6.097 / 6.143 eV
* multiplicity: 7
* charge: -1
* LUMO level (spin up / spin down): 2.82 / 2.83 eV

These are the Mulliken partial charges, in e, on atoms 1 to 5: Tb -0.440; Cl -0.563; P 0.532; C 0.674; C 0.573

---

The following is a quantum chemistry calculation of C4H9NO2 in the gas phase at a distorted geometry, from OMol25.

The geometry in XYZ format:
```
16
Properties=species:S:1:pos:R:3
C 0.1491 -1.4966 2.2978
C 0.7661 -0.2506 1.5168
C 0.1340 0.1939 0.2205
C 0.7604 1.2217 -0.7432
O 0.7846 0.6805 -2.0275
N -0.9624 -0.4425 -0.0492
O -1.5680 0.2037 -1.1140
H 0.8729 -1.9017 2.9953
H -0.8091 -1.2157 2.8055
H -0.0453 -2.3528 1.5345
H 1.7259 -0.5883 1.0946
H 0.8658 0.5333 2.2385
H 0.1663 2.1082 -0.6362
H 1.7777 1.2826 -0.4293
H -0.2082 0.7566 -2.2474
H -2.2001 -0.6092 -1.6304
```

Properties
* DFT total energy: -362.93047 hartree
* E_HOMO: -9.4 eV
* Kohn-Sham gap: 9.996 eV
* multiplicity: 1
* charge: 0
* ΔE to the lowest compared entry with this formula, charge and spin: 97.3 kcal/mol
* LUMO level: 0.59 eV

These are the Mulliken partial charges, in e, on atoms 1 to 5: C -1.133; C -0.386; C 0.567; C -0.591; O -0.553

---

The following is a quantum chemistry calculation of a 2-piece molecular cluster, C5H10O2 overall at a distorted geometry, from OMol25.

The geometry in XYZ format:
```
17
Properties=species:S:1:pos:R:3
C -1.2017 -2.5007 -0.8287
C -0.5424 -1.2021 -0.6205
C 0.3478 -0.8503 0.3424
C 0.4817 0.4098 0.9736
C 0.4038 0.6604 2.2839
O 0.4088 2.0375 2.6937
H -1.9972 -2.6448 -0.0275
H -0.3768 -3.2249 -0.5659
H -1.5235 -2.5600 -1.9028
H -0.9356 -0.4155 -1.2408
H 0.9297 -1.6513 0.7474
H 0.5087 1.1440 0.1656
H -0.0422 0.1142 3.0977
H -0.3514 2.4737 2.3811
O 0.9585 2.6837 -2.3995
H 1.6134 1.9972 -2.5699
H 1.3182 3.5291 -2.5300
```

Properties
* DFT total energy: -346.88757 hartree
* E_HOMO: -8.3 eV
* Kohn-Sham gap: 9.095 eV
* multiplicity: 1
* charge: 0
* ΔE to the lowest compared entry with this formula, charge and spin: 86.5 kcal/mol
* LUMO level: 0.82 eV

These are the Mulliken partial charges, in e, on atoms 1 to 5: C -0.922; C 0.007; C -0.466; C -0.221; C -0.392

---

The following is a quantum chemistry calculation of a 4-piece molecular cluster, C10H12Br6F6O4 overall at a distorted geometry, from OMol25.

The geometry in XYZ format:
```
38
Properties=species:S:1:pos:R:3
C -4.1524 -0.6161 -1.7310
Br -5.0502 -1.0978 -3.4625
Br -4.5079 1.2745 -1.1083
Br -2.2089 -0.9419 -1.8764
H -4.5709 -1.2488 -0.9483
C -5.0218 -0.3842 2.5696
Br -3.7529 -1.6036 1.6601
Br -4.3922 0.3675 4.3199
Br -6.9382 -0.9875 2.8330
H -5.0816 0.5066 1.9443
C 6.1073 -2.2324 -1.2510
C 4.8630 -2.7423 -1.9631
O 3.7005 -1.8764 -2.0073
C 2.8007 -1.8586 -0.9814
O 2.9118 -2.4968 0.0888
C 1.5576 -0.8688 -1.2096
F 1.8342 0.3328 -0.6437
F 1.3213 -0.4796 -2.4571
F 0.4560 -1.4282 -0.6822
H 6.4353 -1.2269 -1.5145
H 6.9940 -2.8469 -1.4071
H 5.9083 -2.1963 -0.1799
H 4.5928 -3.7542 -1.6612
H 5.2088 -2.8215 -2.9937
C -0.5729 2.5071 -1.0692
C -1.3068 3.1677 0.2400
O -0.5686 2.8865 1.4119
C -0.8489 1.6853 2.0569
O -1.7840 0.8643 1.7284
C 0.0334 1.4961 3.2826
F 0.1456 2.7054 4.0179
F -0.4711 0.5931 4.0668
F 1.2532 1.1974 2.8892
H -0.6327 1.4193 -1.0329
H 0.4687 2.7624 -1.2642
H -1.0291 2.8588 -1.9945
H -2.3447 2.8354 0.2208
H -1.3567 4.2486 0.1087
```

Properties
* DFT total energy: -16732.05074 hartree
* E_HOMO (spin up / spin down): -13.3 / -13.2 eV
* expectation value of S²: 0.7559
* Kohn-Sham gap (spin up / spin down): 8.455 / 3.137 eV
* multiplicity: 2
* charge: +1
* ΔE to the lowest compared entry with this formula, charge and spin: 15.8 kcal/mol
* LUMO level (spin up / spin down): -4.80 / -10.03 eV

These are the Mulliken partial charges, in e, on atoms 1 to 5: C -0.311; Br 0.119; Br 0.049; Br 0.423; H 0.367